Entry 1:
103
Properties=species:S:1:pos:R:3 method="wB97M-V/def2-TZVPD" total_charge=+1 spin_multiplicity=1 e_above_lowest_ev=0.000 orbital_gap_ev=8.33
Tl 0.982 0.035 2.261
C -1.488 -0.068 6.364
C -2.114 0.297 5.013
O -3.509 0.643 5.152
P -1.344 1.810 4.371
O -2.306 2.323 3.224
O -1.530 2.917 5.503
O 0.061 1.669 3.933
P -1.997 -1.134 3.812
O -3.028 -0.688 2.639
O -2.487 -2.343 4.502
O -0.633 -1.132 3.146
H -1.928 0.559 7.139
H -0.409 0.082 6.360
H -1.684 -1.117 6.592
H -3.954 -0.089 5.595
H -3.246 2.244 3.468
H -0.800 2.936 6.141
H -3.885 -1.110 2.806
Cl 1.865 -0.999 5.447
C 3.174 -0.351 4.518
C 2.936 0.053 3.214
C 4.042 0.486 2.481
Cl 3.838 1.024 0.839
C 5.327 0.516 3.016
Cl 6.667 1.019 2.059
C 5.521 0.134 4.339
Cl 7.092 0.188 5.028
C 4.439 -0.300 5.098
Cl 4.670 -0.780 6.732
N 0.206 1.482 0.945
S -0.129 2.033 -0.338
N 0.649 1.556 -1.690
S 0.503 0.155 -2.305
N -0.308 -0.964 -1.630
S 0.238 -1.917 -0.401
N 1.184 -1.396 0.577
C 0.901 -3.338 -1.251
C 0.153 -4.016 -2.209
C 0.723 -5.100 -2.852
C 2.018 -5.500 -2.526
C 2.741 -4.823 -1.553
C 2.181 -3.729 -0.904
C -1.339 -2.530 0.139
C -1.273 -3.398 1.223
C -2.440 -3.986 1.677
C -3.647 -3.714 1.044
C -3.700 -2.841 -0.036
C -2.539 -2.237 -0.501
C -0.315 0.362 -3.861
C -1.353 -0.476 -4.235
C -1.933 -0.292 -5.484
C -1.465 0.707 -6.327
C -0.421 1.537 -5.930
C 0.165 1.369 -4.689
C 2.143 -0.300 -2.762
C 3.205 0.515 -2.406
C 4.484 0.129 -2.779
C 4.672 -1.041 -3.500
C 3.587 -1.835 -3.868
C 2.305 -1.466 -3.504
C -1.837 1.879 -0.810
C -2.320 2.546 -1.932
C -3.660 2.413 -2.255
C -4.491 1.624 -1.462
C -3.987 0.964 -0.349
C -2.646 1.091 -0.011
C 0.170 3.768 -0.464
C 0.848 4.356 -1.524
C 1.017 5.734 -1.516
C 0.506 6.491 -0.471
C -0.162 5.881 0.587
C -0.331 4.507 0.600
H -0.860 -3.699 -2.443
H 0.160 -5.641 -3.604
H 2.459 -6.351 -3.031
H 3.742 -5.148 -1.295
H 2.714 -3.170 -0.141
H -0.325 -3.588 1.718
H -2.405 -4.642 2.538
H -4.557 -4.182 1.402
H -4.645 -2.630 -0.522
H -2.564 -1.542 -1.328
H -1.694 -1.248 -3.558
H -2.745 -0.935 -5.798
H -1.914 0.838 -7.304
H -0.061 2.313 -6.593
H 0.981 2.007 -4.365
H 3.026 1.427 -1.847
H 5.331 0.745 -2.503
H 5.673 -1.341 -3.787
H 3.739 -2.742 -4.438
H 1.449 -2.064 -3.798
H -1.661 3.158 -2.541
H -4.061 2.929 -3.120
H -5.541 1.531 -1.716
H -4.632 0.347 0.267
H -2.237 0.594 0.858
H 1.241 3.745 -2.326
H 1.549 6.216 -2.328
H 0.633 7.567 -0.475
H -0.547 6.477 1.404
H -0.828 4.004 1.425

***

Entry 2:
98
Properties=species:S:1:pos:R:3 method="wB97M-V/def2-TZVPD" total_charge=-1 spin_multiplicity=1 e_above_lowest_ev=1.357 orbital_gap_ev=7.47
Sc -0.671 2.004 -0.376
O -0.487 1.175 1.383
C -0.164 1.420 2.618
C -0.763 0.690 3.668
C -0.408 0.885 4.984
C 0.562 1.827 5.319
C 1.153 2.567 4.315
C 0.811 2.391 2.973
C 1.390 3.223 1.930
N 0.985 3.303 0.675
C 1.765 4.244 0.052
C 2.675 4.733 0.933
N 2.428 4.079 2.117
H -1.528 -0.028 3.396
H -0.889 0.306 5.763
H 0.831 1.994 6.354
H 1.885 3.319 4.589
H 1.587 4.512 -0.976
H 3.461 5.458 0.824
H 2.930 4.219 2.973
C 2.912 -3.790 0.690
C 2.950 -2.745 1.601
C 2.740 -1.445 1.167
C 2.506 -1.166 -0.179
C 2.489 -2.221 -1.087
C 2.683 -3.524 -0.653
P 2.203 0.606 -0.598
C 3.924 1.063 -1.073
C 5.056 0.336 -0.712
C 6.324 0.790 -1.055
C 6.479 1.975 -1.756
C 5.358 2.720 -2.101
C 4.095 2.270 -1.756
C 1.368 0.542 -2.235
C 2.053 0.162 -3.393
C 1.363 0.024 -4.585
C -0.002 0.284 -4.602
C -0.657 0.708 -3.455
C -0.015 0.858 -2.212
H 3.066 -4.809 1.023
H 3.130 -2.948 2.650
H 2.745 -0.626 1.879
H 2.303 -2.025 -2.133
H 2.651 -4.342 -1.364
H 4.949 -0.597 -0.175
H 7.195 0.209 -0.774
H 7.468 2.318 -2.035
H 5.470 3.654 -2.637
H 3.216 2.841 -2.031
H 3.121 -0.025 -3.359
H 1.878 -0.275 -5.490
H -0.557 0.178 -5.529
H -1.712 0.955 -3.543
O -4.542 5.573 2.607
C -5.555 4.708 2.166
N -4.987 3.486 1.633
C -5.714 2.387 1.359
O -6.875 2.221 1.706
C -4.946 1.415 0.502
C -5.532 0.887 -0.636
C -4.750 0.157 -1.514
C -3.399 0.034 -1.253
N -2.817 0.520 -0.155
C -3.594 1.164 0.717
H -3.891 5.663 1.896
H -6.174 5.187 1.396
H -6.191 4.469 3.019
H -4.051 3.574 1.234
H -6.583 1.063 -0.828
H -5.172 -0.269 -2.414
H -2.745 -0.497 -1.934
H -3.118 1.480 1.638
O -3.223 2.996 -1.919
Se -2.223 4.028 -1.197
O -2.666 5.560 -1.308
O -2.098 3.550 0.402
O -0.685 3.694 -1.698
S -2.451 -5.615 0.519
C -1.714 -4.018 0.169
C -1.541 -3.583 -1.136
C -0.958 -2.341 -1.333
N -0.574 -1.546 -0.342
C -0.752 -1.969 0.902
C -1.316 -3.201 1.214
C -1.143 -6.625 -0.171
C -1.198 -7.077 -1.480
C -0.137 -7.836 -1.956
N 0.920 -8.162 -1.221
C 0.955 -7.731 0.036
C -0.046 -6.961 0.610
H -1.845 -4.194 -1.975
H -0.786 -1.962 -2.337
H -0.423 -1.294 1.680
H -1.435 -3.516 2.242
H -2.046 -6.848 -2.111
H -0.136 -8.201 -2.978
H 1.829 -8.019 0.611
H 0.023 -6.623 1.635